1.
{"formula": "C2H6NO2", "method": "ωB97M-V/def2-TZVPD", "elements": ["C", "N", "H", "H", "H", "H", "O", "C", "O", "H", "H"], "positions_angstrom": [[0.804380, -0.540397, 1.826920], [0.924835, -1.421410, 0.930426], [1.049340, 0.496156, 1.617993], [0.350992, -0.787335, 2.778914], [0.780302, -2.423386, 0.969398], [1.121463, -1.132422, -0.029818], [0.018166, 0.355753, -0.754463], [-0.819650, 0.787065, -1.517146], [-1.172274, 2.053841, -1.419076], [-1.285374, 0.199687, -2.327935], [-1.772178, 2.412453, -2.075212]], "forces_ev_per_angstrom": [[-0.7, 0.0, 0.5], [0.5, -0.2, -1.2], [-0.1, -0.2, -0.3], [0.4, -0.2, 0.2], [-0.4, 0.0, 0.9], [0.2, 0.4, 0.1], [-0.5, -0.2, -0.5], [0.4, 0.3, -0.1], [0.3, 0.2, 0.6], [0.1, 0.1, 0.3], [-0.3, -0.3, -0.4]], "nbo_charge": [0.168, -0.569, 0.250, 0.228, 0.443, 0.466, -0.674, 0.683, -0.647, 0.136, 0.516], "charge": 1}

***

2.
{"formula": "C3H4N2O", "method": "ωB97M-V/def2-TZVPD", "elements": ["O", "C", "N", "C", "C", "N", "H", "H", "H", "H"], "positions_angstrom": [[-1.235961, -1.774256, -1.022997], [-0.629043, -0.896393, -0.448310], [-0.870416, -0.295858, 0.766875], [0.074794, 0.698865, 1.096415], [0.937198, 0.663551, 0.021476], [0.538937, -0.245142, -0.899881], [-1.622065, -0.619888, 1.357217], [-0.115694, 1.742313, 0.693787], [1.777031, 1.333720, -0.095263], [0.864881, -0.322977, -1.848770]], "forces_ev_per_angstrom": [[0.2, 0.2, 0.2], [-0.1, -0.1, 0.0], [-0.3, 0.0, -0.3], [0.2, 0.3, -0.9], [0.4, -0.5, -0.2], [0.2, -0.4, -0.1], [0.2, 0.2, -0.1], [-0.7, 0.5, 1.7], [-0.2, 0.0, -0.4], [0.1, -0.2, 0.1]], "nbo_charge": [-0.624, 0.747, -0.611, -0.264, 0.035, -0.601, 0.422, 0.244, 0.225, 0.426], "smiles": "O=c1[nH]cc[nH]1"}

***

3.
{"formula": "C5H11N", "method": "ωB97M-V/def2-TZVPD", "elements": ["C", "C", "C", "N", "C", "C", "H", "H", "H", "H", "H", "H", "H", "H", "H", "H", "H"], "positions_angstrom": [[-0.476837, 0.554770, -0.257820], [-0.173912, -0.805799, -0.355209], [-2.420655, -0.639634, -0.235388], [-0.391226, 1.269976, 0.871936], [1.919181, -0.328594, -0.511951], [2.705586, 0.289252, 0.362843], [-0.578099, 1.128523, -1.170105], [-0.326007, 2.272904, 0.832818], [-0.174989, 0.807395, 1.741516], [-0.075637, -1.414176, 0.530250], [-0.217836, -1.280473, -1.318682], [2.380290, -0.868078, -1.344169], [-2.915096, 0.006659, -0.961036], [-2.760366, -0.441797, 0.780388], [-2.590372, -1.686712, -0.482382], [3.797876, 0.275251, 0.316726], [2.298099, 0.860535, 1.200265]], "forces_ev_per_angstrom": [[-2.2, -0.5, 0.3], [3.3, 0.6, -0.2], [0.0, 1.0, -0.1], [0.1, -0.1, -0.1], [-0.8, -1.0, 0.1], [-0.1, 0.1, 0.0], [0.0, -0.1, 0.1], [-0.1, -0.2, 0.1], [0.1, 0.1, -0.1], [-0.2, 0.0, -0.1], [-0.2, 0.0, 0.1], [0.1, 0.0, 0.1], [-0.2, -0.1, 0.1], [0.0, 0.2, 0.0], [0.3, 0.0, -0.1], [-0.1, 0.1, -0.1], [0.1, -0.1, 0.0]], "nbo_charge": [0.196, -0.315, -0.822, -0.772, -0.361, -0.487, 0.221, 0.406, 0.400, 0.228, 0.239, 0.159, 0.188, 0.183, 0.194, 0.181, 0.161]}

***

The records above yield calculated total energy values of -284.770027; -301.421655; -251.636460 a.u., respectively.
The records above yield relative energy (zero: lowest compared OMol25 entry of this formula, charge and spin) values of 21.2; 41.2; 141.9 kcal per mole, respectively.